Entry 1:
# C31H51IrN7O3SSi3

A structure of composition C31H51IrN7O3SSi3 at a distorted geometry (ωB97M-V with the def2-TZVPD basis set, OMol25).

Atoms and positions in Å:
O 2.51 -1.63 -2.20
H 5.24 -0.77 2.30
C -2.26 -1.00 2.42
H -1.35 -1.58 5.61
H -1.59 0.14 5.37
H 1.97 3.43 3.62
N 2.02 -2.85 0.24
C -1.25 -0.27 -6.11
O 1.02 0.19 -2.35
H 1.38 -3.80 -2.50
N -0.36 1.21 -3.80
H 3.05 2.61 2.00
Ir 0.15 0.75 0.59
H -3.37 -2.52 -1.95
H -1.82 2.22 -4.92
H -2.76 -5.87 -3.22
Si -0.13 2.16 3.14
H -3.95 -4.72 -2.77
H 5.13 -1.97 0.99
O -0.20 2.63 1.47
H 4.26 1.38 1.65
C 0.00 -2.25 -1.95
H -2.74 1.42 -0.28
C -1.20 3.56 -2.25
H 3.54 -2.11 3.59
C -2.65 2.33 -0.86
H -0.22 3.60 -2.71
C -1.83 2.41 3.85
C 5.02 -1.82 2.07
H 5.76 -2.44 2.57
Si -0.61 -0.95 3.34
H 0.87 -0.59 -6.42
C -1.76 1.35 -4.25
H 3.00 1.32 4.74
C 3.30 -3.62 2.10
H -3.22 0.23 -5.34
H 0.20 -2.94 2.07
H -1.79 2.40 4.94
H 0.53 4.29 4.19
H -4.09 5.23 -1.78
N 2.60 -1.27 1.91
C 0.99 3.30 4.08
N -2.98 -4.93 -2.93
H 1.13 2.91 5.09
N 1.38 -0.67 -0.06
C 3.61 -2.20 2.50
C -3.60 3.31 -0.94
S 1.32 -1.22 -1.56
H -0.39 -5.41 -3.07
C -1.34 -1.89 -1.77
N -0.58 1.40 -1.42
H -2.41 1.55 -3.40
H -2.21 3.40 3.56
H 1.09 -2.76 3.59
C 0.34 -3.52 -2.41
H 4.14 0.08 4.26
C -0.91 -0.69 5.16
C -3.35 4.44 -1.70
H 0.03 -0.49 5.69
H 3.74 -4.42 2.69
H -2.23 -0.74 -4.24
H -2.09 -0.95 1.33
H -2.78 -1.93 2.63
H -0.57 -3.35 3.60
H -1.60 4.13 1.11
H -4.53 3.18 -0.40
C 3.08 0.33 4.30
H -1.88 5.45 -2.93
H -0.04 4.66 1.76
H 2.42 -4.88 0.66
H 0.25 -1.24 -4.90
H 0.57 1.73 -5.58
C -0.65 -4.42 -2.72
C -2.01 -4.06 -2.59
H -1.30 0.51 -6.88
C -2.33 -2.78 -2.09
H -1.57 -1.20 -6.59
H -1.61 -0.93 -1.34
C 0.18 -0.40 -5.60
H 2.90 1.62 0.55
H 2.59 -0.37 4.99
C 3.19 1.60 1.60
N -1.49 2.46 -1.53
C 0.59 0.88 -4.89
H -0.14 4.15 0.08
C 0.11 -2.64 3.12
C 2.06 -1.68 0.75
Si 2.27 0.33 2.62
C -2.13 4.57 -2.35
H -2.56 1.66 3.53
H 1.60 0.81 -4.47
C -0.53 3.96 1.08
C -0.05 0.96 -2.54
C -2.20 0.08 -4.97
H -2.93 -0.18 2.69
C 2.61 -3.88 1.01
C 0.44 0.50 2.69

- M (g/mol) = 878.34
- 2S+1 = 2
- energy (a.u.) = -3191.41080
- net charge = +2
- HOMO energy (alpha / beta) (eV) = -12.306 / -12.295

***

Entry 2:
# C31H51N3O4S

A cluster of 3 separate species, C31H51N3O4S in total at a distorted geometry (ωB97M-V with the def2-TZVPD basis set, OMol25).

Atoms and positions in Å:
H -2.29 6.17 3.93
H 5.37 -1.94 2.65
C -3.22 4.13 5.01
H -2.11 -3.94 -4.60
C -0.62 1.01 -3.20
H -2.79 3.71 -0.64
C 0.46 -0.85 -5.19
H 0.42 -2.16 2.50
H 0.36 2.69 2.45
N -3.53 3.24 2.68
H -2.40 -2.89 -3.15
H -1.90 5.69 2.31
C 2.81 -1.55 3.58
H 1.46 3.52 -6.56
H 2.22 0.69 1.02
H -2.62 4.80 5.63
H 4.05 -2.47 -1.41
H 4.86 0.23 2.47
H 0.29 -0.77 1.41
C 5.16 -2.62 1.82
H -0.58 4.18 4.22
H -3.59 5.86 2.80
C 0.28 2.96 -4.90
H -1.22 2.56 4.26
C -2.61 5.51 3.12
C -1.66 -3.58 -3.63
H 4.22 -0.21 -0.47
C 0.79 -1.15 2.30
C 0.03 1.52 -4.39
C 2.33 -1.14 2.18
C -2.97 4.04 0.38
H -4.85 2.11 0.55
H -2.20 4.78 0.58
H -2.85 -0.93 -1.56
H 4.74 -3.54 2.22
C -2.95 2.84 1.36
C -3.81 1.78 0.64
H -3.22 3.17 5.53
H -2.77 -6.70 -3.02
C -1.22 3.48 3.67
C -2.80 -6.05 -0.94
H -3.67 -5.10 -2.81
H 0.15 -3.38 -4.84
H -1.08 2.17 0.48
H -1.73 -6.25 -0.66
C 2.78 0.30 1.88
C -0.19 -1.40 -3.98
C 4.24 -2.01 0.74
S -1.48 -1.02 -1.46
H 5.62 -2.83 -0.74
O -0.17 4.01 -4.54
H 6.14 -2.87 1.41
C -0.23 -2.95 -3.86
C 4.27 0.41 1.57
C -2.65 4.04 3.59
H 2.26 -1.01 4.36
C -1.52 2.30 1.48
H -0.39 4.12 1.78
C -0.60 3.19 2.31
H 4.25 -3.89 -0.37
C -1.44 -4.91 -2.78
H -1.53 1.30 1.93
O 2.06 -1.98 0.08
H 3.86 -1.34 3.77
C 1.25 1.42 -6.51
H 0.86 -1.54 -5.97
O 1.73 1.05 -7.54
H -1.04 1.75 -2.47
H -0.78 -5.56 -3.42
H -3.43 1.59 -0.36
C -2.78 -5.70 -2.50
N 1.18 2.73 -5.98
C 0.58 0.58 -5.38
H -3.81 0.82 1.16
H 4.50 1.44 1.26
H 2.63 -2.62 3.76
O -3.87 2.13 3.32
C -0.71 -0.45 -3.00
H 5.75 -0.50 0.32
H 0.47 -0.51 3.13
H -3.94 4.54 0.40
H -3.38 -7.00 -0.73
H 0.48 -3.33 -3.07
H 2.53 0.95 2.72
H -3.16 -5.18 -0.34
N 2.81 -2.12 1.16
H -0.87 -4.68 -1.83
H -4.25 4.51 5.00
C 4.55 -2.85 -0.52
C 4.67 -0.55 0.46

- M (g/mol) = 561.83
- 2S+1 = 3
- energy (a.u.) = -2075.07280
- net charge = 0
- HOMO energy (alpha / beta) (eV) = -8.771 / -9.351

***

Entry 3:
# C31H52AlBCaClN3O14P

A structure of composition C31H52AlBCaClN3O14P at a distorted geometry (ωB97M-V with the def2-TZVPD basis set, OMol25).

Atoms and positions in Å:
H -0.43 -4.54 -6.27
O -5.05 0.44 -0.48
O 3.77 1.60 3.46
C -2.11 -3.58 -2.20
C -2.28 4.87 6.22
H 0.81 2.72 -2.36
H -1.88 -1.52 -2.99
H 3.10 -2.45 -0.49
C -2.54 -4.45 -1.08
H 2.22 -1.46 3.69
Ca 4.78 2.29 5.39
H -3.77 2.42 -0.92
O 1.03 -3.12 3.32
O 2.86 -4.11 1.80
C 3.37 -3.03 2.57
C -4.76 2.74 -0.63
C -2.78 0.00 -0.90
C 0.35 0.92 1.34
H 1.49 5.66 -0.92
C -2.70 -1.54 -0.96
H 0.46 4.60 6.16
H 4.53 -3.67 0.64
C -1.15 4.61 0.87
C -2.20 -2.11 -2.13
H -1.57 6.82 5.69
H 1.03 -3.34 -4.76
H 3.68 -2.18 1.92
H -3.45 -1.95 1.05
H 0.07 5.85 7.36
N -5.59 1.53 -0.34
H -3.24 4.99 5.70
H -0.50 1.52 -2.57
H -2.43 5.09 7.28
H -0.76 4.57 4.16
C -0.13 1.51 0.17
H 0.65 -0.93 -4.25
C -0.01 -4.43 -3.05
H -4.72 3.33 0.28
H -0.53 7.26 0.73
H 2.59 -2.93 4.63
H -0.17 5.53 2.49
H 0.73 -7.24 -3.97
C 1.74 0.48 -0.34
O 1.91 2.28 4.60
O 2.24 -4.14 -3.29
C -1.49 -4.17 -3.47
P 1.20 -5.62 -5.40
O 2.34 2.91 2.50
H 4.20 -5.40 0.94
H -2.46 -5.55 -1.13
C -3.08 -2.39 0.11
C 0.56 1.65 -2.24
C 2.35 -3.24 -0.76
O 2.31 -5.34 -6.30
O -1.06 5.49 4.23
C 0.63 6.33 -0.81
H 0.02 -5.46 -2.59
H -0.22 5.88 -1.33
H -5.25 3.28 -1.43
C -3.03 -3.85 0.06
H -2.01 -5.11 -3.79
N -2.06 4.08 0.40
C 1.59 0.22 1.02
H 2.63 0.07 -0.83
H 4.28 -3.39 3.11
C 0.03 5.30 1.44
B 1.80 -3.09 -2.29
H -3.34 -4.46 0.91
C 2.23 -1.66 -2.96
H 1.17 1.25 -4.25
H 1.52 -3.11 -0.03
H 2.26 -0.34 1.67
C 2.31 -2.56 3.62
C 0.32 6.58 0.66
H -0.11 0.99 2.34
H 1.18 7.09 1.12
H 0.86 6.28 5.83
H 0.22 -0.85 -2.50
Al -1.18 -7.33 -4.72
H 2.69 -1.89 -3.96
H 2.50 1.03 -3.12
H -2.56 0.31 0.14
H 0.87 7.27 -1.32
Cl -4.41 -3.65 -3.12
N 0.74 1.22 -0.87
C 1.14 -4.27 -4.13
H -1.99 3.83 6.12
O 3.01 -4.51 -0.50
H 0.88 4.62 1.40
O -6.73 1.71 0.00
H -1.02 2.13 0.04
H -1.54 -3.45 -4.31
C 0.12 5.62 6.29
C 1.42 0.83 -3.25
O 1.30 -7.14 -4.75
O 0.33 -3.41 -2.18
O -0.20 -5.49 -6.32
H -3.78 0.30 -1.25
C -1.23 5.79 5.62
H 3.05 -1.21 -2.37
C 1.04 -0.68 -3.23
H -2.01 0.39 -1.59
C 2.61 2.28 3.55
C 3.72 -4.43 0.70
H 0.65 -2.61 2.60

- M (g/mol) = 835.06
- energy (a.u.) = -4175.93991
- net charge = +1
- HOMO energy (eV) = -8.697

***

Repeat the third record exactly.
# C31H52AlBCaClN3O14P

A structure of composition C31H52AlBCaClN3O14P at a distorted geometry (ωB97M-V with the def2-TZVPD basis set, OMol25).

Atoms and positions in Å:
H -0.43 -4.54 -6.27
O -5.05 0.44 -0.48
O 3.77 1.60 3.46
C -2.11 -3.58 -2.20
C -2.28 4.87 6.22
H 0.81 2.72 -2.36
H -1.88 -1.52 -2.99
H 3.10 -2.45 -0.49
C -2.54 -4.45 -1.08
H 2.22 -1.46 3.69
Ca 4.78 2.29 5.39
H -3.77 2.42 -0.92
O 1.03 -3.12 3.32
O 2.86 -4.11 1.80
C 3.37 -3.03 2.57
C -4.76 2.74 -0.63
C -2.78 0.00 -0.90
C 0.35 0.92 1.34
H 1.49 5.66 -0.92
C -2.70 -1.54 -0.96
H 0.46 4.60 6.16
H 4.53 -3.67 0.64
C -1.15 4.61 0.87
C -2.20 -2.11 -2.13
H -1.57 6.82 5.69
H 1.03 -3.34 -4.76
H 3.68 -2.18 1.92
H -3.45 -1.95 1.05
H 0.07 5.85 7.36
N -5.59 1.53 -0.34
H -3.24 4.99 5.70
H -0.50 1.52 -2.57
H -2.43 5.09 7.28
H -0.76 4.57 4.16
C -0.13 1.51 0.17
H 0.65 -0.93 -4.25
C -0.01 -4.43 -3.05
H -4.72 3.33 0.28
H -0.53 7.26 0.73
H 2.59 -2.93 4.63
H -0.17 5.53 2.49
H 0.73 -7.24 -3.97
C 1.74 0.48 -0.34
O 1.91 2.28 4.60
O 2.24 -4.14 -3.29
C -1.49 -4.17 -3.47
P 1.20 -5.62 -5.40
O 2.34 2.91 2.50
H 4.20 -5.40 0.94
H -2.46 -5.55 -1.13
C -3.08 -2.39 0.11
C 0.56 1.65 -2.24
C 2.35 -3.24 -0.76
O 2.31 -5.34 -6.30
O -1.06 5.49 4.23
C 0.63 6.33 -0.81
H 0.02 -5.46 -2.59
H -0.22 5.88 -1.33
H -5.25 3.28 -1.43
C -3.03 -3.85 0.06
H -2.01 -5.11 -3.79
N -2.06 4.08 0.40
C 1.59 0.22 1.02
H 2.63 0.07 -0.83
H 4.28 -3.39 3.11
C 0.03 5.30 1.44
B 1.80 -3.09 -2.29
H -3.34 -4.46 0.91
C 2.23 -1.66 -2.96
H 1.17 1.25 -4.25
H 1.52 -3.11 -0.03
H 2.26 -0.34 1.67
C 2.31 -2.56 3.62
C 0.32 6.58 0.66
H -0.11 0.99 2.34
H 1.18 7.09 1.12
H 0.86 6.28 5.83
H 0.22 -0.85 -2.50
Al -1.18 -7.33 -4.72
H 2.69 -1.89 -3.96
H 2.50 1.03 -3.12
H -2.56 0.31 0.14
H 0.87 7.27 -1.32
Cl -4.41 -3.65 -3.12
N 0.74 1.22 -0.87
C 1.14 -4.27 -4.13
H -1.99 3.83 6.12
O 3.01 -4.51 -0.50
H 0.88 4.62 1.40
O -6.73 1.71 0.00
H -1.02 2.13 0.04
H -1.54 -3.45 -4.31
C 0.12 5.62 6.29
C 1.42 0.83 -3.25
O 1.30 -7.14 -4.75
O 0.33 -3.41 -2.18
O -0.20 -5.49 -6.32
H -3.78 0.30 -1.25
C -1.23 5.79 5.62
H 3.05 -1.21 -2.37
C 1.04 -0.68 -3.23
H -2.01 0.39 -1.59
C 2.61 2.28 3.55
C 3.72 -4.43 0.70
H 0.65 -2.61 2.60

- M (g/mol) = 835.06
- energy (a.u.) = -4175.93991
- net charge = +1
- HOMO energy (eV) = -8.697